Model 1:
C9H13NO2 | ωB97M-V with the def2-TZVPD basis set

The geometry in ORCA input format:
```
! wB97M-V def2-TZVPD RIJCOSX def2/J DEFGRID3
* xyz 0 1
C -1.379 2.913 -0.424
C -0.398 2.065 0.456
C 0.953 2.331 0.512
C 1.664 1.551 1.432
C 1.031 0.444 1.960
O 1.540 -0.307 3.020
C -0.266 0.009 1.663
C -1.022 0.911 0.898
H -1.025 3.857 -0.788
H -2.160 3.352 0.218
H -1.368 2.290 -1.300
H 1.423 3.088 -0.045
H 2.737 1.534 1.620
H 2.389 0.053 3.344
H -0.719 -0.812 2.207
H -1.967 0.758 0.433
C -1.196 -2.408 -1.801
C 0.178 -2.330 -1.281
N 1.144 -3.154 -1.902
O 0.552 -1.549 -0.441
H -1.520 -3.248 -2.409
H -1.156 -1.677 -2.637
H -2.132 -2.265 -1.233
H 1.825 -3.378 -1.168
H 0.873 -4.030 -2.334
*
```

- HOMO-LUMO gap: 8.59 eV
- HOMO energy: -7.811 eV

Per-atom Löwdin charges, elementary charge units: -0.06, -0.29, -0.04, -0.03, -0.32, 0.00, -0.02, -0.06, 0.05, 0.09, 0.08, 0.10, 0.11, 0.11, 0.12, 0.10, -0.02, -0.57, 0.12, 0.07, 0.07, 0.10, 0.09, 0.10, 0.08

=====

Model 2:
C9H13NO2 | ωB97M-V with the def2-TZVPD basis set

The geometry in ORCA input format:
```
! wB97M-V def2-TZVPD RIJCOSX def2/J DEFGRID3
* xyz 0 1
C 1.507 -2.488 1.179
C 0.268 -2.026 0.459
C 0.127 -0.688 0.134
C -0.986 -0.293 -0.611
C -1.928 -1.228 -1.002
O -2.951 -0.938 -1.855
C -1.770 -2.568 -0.703
C -0.661 -2.975 0.033
H 1.408 -3.439 1.705
H 1.776 -1.829 2.014
H 2.369 -2.531 0.522
H 0.802 0.051 0.560
H -1.200 0.765 -0.737
H -3.067 0.015 -1.996
H -2.378 -3.333 -1.150
H -0.427 -4.016 0.153
C 2.417 2.932 1.499
C 1.439 2.921 0.351
N 0.184 3.331 0.690
O 1.699 2.469 -0.739
H 1.974 3.304 2.418
H 3.309 3.536 1.284
H 2.832 1.946 1.645
H -0.509 3.312 -0.047
H -0.097 3.788 1.537
*
```

- HOMO-LUMO gap: 8.88 eV
- HOMO energy: -8.226 eV

Per-atom Löwdin charges, elementary charge units: -0.07, -0.29, -0.03, -0.02, -0.34, 0.04, -0.01, -0.04, 0.07, 0.07, 0.08, 0.10, 0.10, 0.11, 0.11, 0.11, -0.01, -0.62, 0.15, 0.04, 0.07, 0.09, 0.08, 0.10, 0.10

=====

Least stable structure: model 1

=====

Model 1:
C4H6N2S | ωB97M-V with the def2-TZVPD basis set

The geometry in ORCA input format:
```
! wB97M-V def2-TZVPD RIJCOSX def2/J DEFGRID3
* xyz 0 1
C -1.601 1.814 -0.137
C -0.413 1.141 0.144
C 1.044 -0.765 0.000
C -2.405 -0.956 0.108
H -2.850 1.423 -0.667
H -1.532 2.873 0.018
H 0.668 1.504 0.627
H 0.820 -1.990 0.176
H -2.532 0.096 0.570
H -3.321 -1.611 0.119
N -0.274 -0.313 0.070
N -1.226 -1.282 -0.198
S 2.469 0.092 -0.040
*
```

- HOMO-LUMO gap: 8.74 eV
- HOMO energy: -8.747 eV

Per-atom Löwdin charges, elementary charge units: -0.04, -0.17, -0.67, -0.06, 0.18, 0.01, 0.10, 0.14, 0.05, 0.09, -0.25, 0.00, 0.60

=====

Model 2:
C4H6N2S | ωB97M-V with the def2-TZVPD basis set

The geometry in ORCA input format:
```
! wB97M-V def2-TZVPD RIJCOSX def2/J DEFGRID3
* xyz 0 1
C 0.150 -0.268 1.098
C -0.979 0.521 1.516
C 0.100 -0.606 -1.475
C 0.511 0.722 -1.088
H 1.434 -1.528 1.701
H -1.007 1.101 2.749
H -1.070 -0.534 -1.706
H 0.635 -1.286 -2.034
H -0.301 1.525 -1.290
H 1.464 1.145 -1.621
N 0.548 -1.198 2.012
N 0.630 -0.434 -0.132
S -2.116 0.840 0.271
*
```

- HOMO-LUMO gap: 7.57 eV
- HOMO energy: -9.081 eV

Per-atom Löwdin charges, elementary charge units: -0.56, -0.48, -0.18, -0.22, 0.02, 0.18, 0.11, 0.08, 0.09, 0.13, 0.15, -0.02, 0.70

=====

Least stable structure: model 2

=====

Model 1:
C4H6N2S | ωB97M-V with the def2-TZVPD basis set

The geometry in ORCA input format:
```
! wB97M-V def2-TZVPD RIJCOSX def2/J DEFGRID3
* xyz 0 1
N -0.711 3.071 0.446
C -0.470 2.213 -0.322
C -0.266 1.043 -1.072
C -0.081 -0.164 -0.396
N 0.353 -1.273 -1.047
C -0.358 -0.322 1.039
S 0.890 -1.255 2.001
H -0.276 1.046 -2.151
H 0.370 -1.330 -2.055
H 0.286 -2.158 -0.540
H -0.388 0.706 1.483
H -1.316 -0.840 1.123
H 1.968 -0.737 1.489
*
```

- HOMO-LUMO gap: 9.17 eV
- HOMO energy: -8.645 eV

Per-atom Löwdin charges, elementary charge units: 0.12, -0.28, -0.08, -0.42, 0.11, -0.49, 0.73, 0.10, 0.11, 0.09, 0.07, 0.10, -0.16

=====

Model 2:
C4H6N2S | ωB97M-V with the def2-TZVPD basis set

The geometry in ORCA input format:
```
! wB97M-V def2-TZVPD RIJCOSX def2/J DEFGRID3
* xyz 0 1
C 1.201 0.375 -2.047
C 0.441 -0.363 -1.193
N 0.863 -1.240 -0.172
C 0.419 -1.198 1.097
N -0.723 -0.285 1.585
C -1.102 0.932 1.170
S -2.743 1.598 1.277
H 2.302 0.393 -2.069
H 0.866 0.845 -2.983
H -0.699 0.007 -1.444
H 0.810 -1.982 1.691
H -1.453 -0.710 2.171
H -0.183 1.628 0.917
*
```

- HOMO-LUMO gap: 8.21 eV
- HOMO energy: -8.716 eV

Per-atom Löwdin charges, elementary charge units: -0.02, -0.28, 0.05, -0.04, -0.04, -0.70, 0.45, 0.05, 0.05, 0.15, 0.09, 0.12, 0.11

=====

Least stable structure: model 2

=====

Model 1:
C4H6N2S | ωB97M-V with the def2-TZVPD basis set

The geometry in ORCA input format:
```
! wB97M-V def2-TZVPD RIJCOSX def2/J DEFGRID3
* xyz 0 1
H 1.483 -2.721 -0.190
N 1.777 -1.693 -0.247
C 0.858 -0.851 -0.028
C -0.470 -1.085 0.663
C -1.747 -0.575 0.023
C -2.784 -0.261 -0.473
N 1.201 0.473 -0.383
S 0.393 1.757 0.197
H -0.667 -2.262 0.735
H -0.346 -0.616 1.638
H -3.834 0.121 -0.626
H 2.020 0.724 -1.001
H -0.938 1.809 -0.408
*
```

- HOMO-LUMO gap: 9.72 eV
- HOMO energy: -8.914 eV

Per-atom Löwdin charges, elementary charge units: 0.08, 0.10, -0.53, -0.16, -0.19, 0.07, -0.44, 0.72, 0.16, 0.10, 0.07, 0.12, -0.08

=====

Model 2:
C4H6N2S | ωB97M-V with the def2-TZVPD basis set

The geometry in ORCA input format:
```
! wB97M-V def2-TZVPD RIJCOSX def2/J DEFGRID3
* xyz 0 1
H -0.111 2.165 2.329
N 0.509 1.365 2.333
C 0.492 0.790 1.220
N -0.213 1.095 0.057
C -0.184 0.102 -0.988
C -0.698 -1.285 -0.718
C 0.765 -0.989 -0.638
S 1.513 -0.667 0.957
H -1.067 1.620 0.202
H -0.175 0.495 -2.012
H -1.219 -1.480 0.234
H -1.058 -1.840 -1.582
H 1.447 -1.372 -1.396
*
```

- HOMO-LUMO gap: 9.60 eV
- HOMO energy: -8.811 eV

Per-atom Löwdin charges, elementary charge units: 0.04, 0.06, -0.74, 0.02, -0.32, -0.11, -0.54, 0.97, 0.14, 0.15, 0.12, 0.10, 0.10

=====

Least stable structure: model 1